Run i
The following is a DFT calculation (ωB97M-V/def2-TZVPD) of a structure of composition C3H3NO2S2.

As for the HOMO energy (spin up / spin down): -8.751 / -8.752 eV. Its spin multiplicity is 1.

The geometry in XYZ format:
```
11
Properties=species:S:1:pos:R:3:mulliken_charge:R:1
S -3.39382 -0.65800 -0.37211 0.7486
S -1.83233 2.64561 -0.10270 0.1684
O -4.55145 -1.01507 0.36189 -0.3942
O -2.88229 1.43612 0.09236 -0.5545
N -2.17235 -1.64151 0.23421 -0.4397
C -0.38467 0.15775 0.14202 -0.3821
C -0.56988 1.58942 -0.02728 0.1680
C -0.90637 -1.13351 0.19572 0.0183
H 0.68135 -0.14682 0.19462 0.1355
H -0.17096 -1.94204 0.36718 0.3086
H 0.43770 2.11187 -0.01966 0.2230
```

Run ii
The following is a DFT calculation (ωB97M-V/def2-TZVPD) of the molecule C3H3NO2S2.

As for the HOMO energy: -9.294 eV. As for the SMILES: O=C(C=S)NOC=S. Its spin multiplicity is 1.

The geometry in XYZ format:
```
11
Properties=species:S:1:pos:R:3:mulliken_charge:R:1
S 3.16345 0.32441 -0.35458 -0.3177
S -3.11981 -0.35636 -0.36651 -0.1535
O -1.17870 1.74800 0.05999 -0.4838
O 0.83603 -0.89193 0.29795 -0.1006
N 0.29572 0.29276 0.67571 -0.1735
C -1.64049 -0.57341 0.25768 -0.1077
C -0.88395 0.63765 0.20343 0.4452
C 2.12999 -1.01592 0.04668 0.0394
H 2.38007 -2.02347 -0.11467 0.3503
H -1.24899 -1.61160 0.44981 0.2894
H 1.20875 0.95851 0.56199 0.2124
```

run i is favored, and the nearest alternative lies 0.138 eV above it.